{
  "formula": "C5H8N4OPS",
  "method": "the ωB97M-V functional and the def2-TZVPD basis",
  "lumo_energy_ev": -4.43,
  "smiles": "C[P@]1(=O)NC(=[NH2+])[C@@H](C#N)C(=S)N1",
  "de_lowest_kcal_mol": 0.0,
  "charge": 1,
  "gap_ha": 0.298,
  "species": ["H", "C", "H", "P", "H", "N", "H", "H", "H", "O", "H", "H", "N", "C", "C", "S", "N", "N", "C", "C"],
  "coordinates": [[-0.573099, 2.134114, -2.485435], [-0.004136, 0.752461, -1.260435], [1.902636, 0.206751, -0.739116], [0.687067, -1.219335, 0.620471], [2.593944, -1.753480, 1.519186], [0.290974, 1.661986, -2.122838], [-0.892759, -0.577058, 2.297386], [1.300476, 1.980627, -2.378567], [1.532392, -0.677642, 2.651151], [0.403779, -2.538623, 0.155023], [-2.183351, 1.367228, -1.087851], [2.642651, 0.022225, 1.298480], [-0.791419, -0.268999, 1.392505], [2.069302, -0.802797, 1.631645], [-1.611947, 0.552674, 0.718085], [-2.785326, 1.418621, 1.462266], [0.909284, 0.002599, -0.630184], [-2.182511, -1.946084, -1.205808], [-1.460901, 0.543550, -0.732876], [-1.847056, -0.858819, -1.103087]],
  "forces_ev_per_angstrom": [[1.76, -0.06, 0.03], [0.22, -1.46, 2.55], [-0.36, 0.10, -0.55], [-3.13, 4.32, 0.32], [0.62, 0.14, 0.82], [0.22, 1.84, -1.37], [-1.13, -0.09, 2.53], [-2.67, -0.85, 0.42], [1.69, -0.13, -1.29], [0.17, -1.56, -0.15], [1.11, -1.49, -0.03], [0.38, 0.87, 0.02], [4.13, -1.78, -3.68], [-1.96, -1.82, 1.67], [-0.59, 0.53, 3.40], [0.27, -0.11, -0.52], [0.05, 0.33, -0.43], [-0.13, -0.44, -0.31], [-0.27, 0.25, -3.19], [-0.36, 1.41, -0.22]]
}

{
  "formula": "C29H36BIrN12O2S",
  "method": "the ωB97M-V functional and the def2-TZVPD basis",
  "lumo_energy_ev": [-7.97, -10.84],
  "multiplicity": 6,
  "charge": 3,
  "gap_ha": [0.236, 0.170],
  "species": ["H", "C", "C", "C", "H", "H", "N", "C", "C", "B", "Ir", "N", "N", "N", "H", "H", "C", "C", "C", "C", "H", "C", "H", "C", "H", "C", "N", "H", "H", "C", "H", "H", "C", "H", "H", "H", "N", "H", "C", "N", "N", "S", "H", "H", "C", "C", "N", "H", "H", "H", "H", "H", "H", "H", "N", "C", "H", "C", "H", "H", "C", "H", "H", "H", "H", "N", "O", "C", "C", "O", "C", "H", "N", "C", "H", "C", "C", "H", "H", "C", "C", "C"],
  "coordinates": [[1.673850, 0.606352, -2.617064], [-3.965874, 0.068532, -1.775807], [-0.238755, 4.595701, -0.146895], [-0.850774, 0.358614, -4.853917], [-6.652657, -0.678486, -1.586485], [3.081807, -4.394708, 0.398719], [1.304029, -5.479692, 0.289856], [3.200893, 3.940865, 2.989614], [-3.002681, 0.199061, 0.764533], [1.842954, 2.064238, 1.693748], [-0.055321, 0.195767, -0.085486], [-0.304871, 0.258623, -2.131740], [0.884256, 1.087710, 2.505699], [0.035548, 2.394504, 0.052380], [-1.445880, 3.081730, -1.264247], [-2.766760, -6.112668, -1.029308], [-6.347871, 0.219377, -1.036746], [-1.874569, 0.176315, -3.924910], [4.174669, 3.843851, 3.939724], [0.683368, 0.466863, -3.022383], [1.357888, 5.030669, 1.322071], [-4.371691, 0.202596, 0.565455], [5.112297, -0.417929, -0.707695], [0.766483, 4.335510, 0.759921], [-1.165175, -1.379667, 2.585924], [3.933633, 0.985738, 0.526158], [0.084623, 0.175896, 1.883278], [-4.335334, 0.060852, -2.791055], [-7.410016, 1.607579, -1.932244], [-1.152822, 0.412710, -6.322734], [-5.028576, 0.285331, 1.420952], [-2.860592, -4.514060, -0.278350], [0.447042, 0.515157, -4.375726], [-1.830491, -4.739817, -1.712454], [5.016369, 1.951081, 4.805613], [2.912554, -5.708370, 1.566773], [2.615662, 1.135144, 0.688216], [1.276868, 0.685739, -5.049164], [-0.093742, -0.136155, 4.084712], [-2.134746, 0.127719, -0.249988], [2.815992, 2.674834, 2.642446], [0.037829, -3.068292, -0.010355], [2.573009, -6.626281, -0.905455], [-2.888318, 0.091034, -4.283761], [4.341739, 2.458054, 4.133886], [0.088025, -4.771795, 0.063166], [-1.088306, -5.566974, 0.046470], [4.628495, 1.607198, 1.063796], [2.782411, 4.825901, 2.552092], [-0.370198, -0.519398, 5.051000], [1.349961, 1.543261, 4.491913], [2.602082, -1.315975, -1.354316], [1.980502, -4.188066, 1.782484], [-2.760644, 0.335248, -7.430895], [0.928443, 3.003392, 0.871505], [-1.319461, -6.592749, 1.048786], [-2.583484, 0.290988, 1.754676], [-0.669028, 3.341100, -0.561753], [-2.280334, -6.416120, 1.538531], [-0.795583, 1.374627, -6.709196], [1.591452, -6.704063, -0.431743], [-0.606546, 5.557996, -0.455450], [-0.526473, -6.591078, 1.789534], [4.700218, 4.650915, 4.418884], [-6.931159, 0.270855, -0.115024], [3.534129, 1.756710, 3.367640], [-2.535128, 0.245557, -6.497930], [0.788190, 0.920751, 3.815958], [4.160735, -0.050863, -0.366867], [-6.477373, 1.379441, -1.835225], [-2.614091, 0.079594, -1.516385], [-1.377849, -7.564933, 0.549993], [1.969811, 0.221612, -0.070330], [-2.199596, -5.208935, -0.805271], [-0.573871, -0.374928, -6.820465], [-4.877370, 0.132271, -0.720580], [-1.577681, 0.142183, -2.580493], [1.636496, -7.532215, 0.282680], [0.835102, -6.892164, -1.186882], [2.376613, -4.900099, 1.066431], [2.898580, -0.511563, -0.699541], [-0.501846, -0.573272, 2.853056]],
  "forces_ev_per_angstrom": [[0.01, 0.00, 0.00], [-0.09, 0.05, 0.11], [-0.01, -0.01, 0.00], [-0.13, -0.02, 0.04], [-0.02, -0.03, 0.03], [0.01, 0.01, 0.02], [-0.09, 0.15, 0.03], [0.01, -0.04, -0.02], [-0.05, 0.03, -0.10], [0.00, -0.06, -0.10], [-0.28, 0.26, -0.15], [0.07, 0.02, 0.05], [0.10, -0.12, -0.06], [0.07, 0.04, 0.05], [0.00, -0.01, 0.00], [-0.01, 0.01, 0.00], [0.06, 0.02, 0.01], [0.12, 0.04, -0.10], [0.02, 0.03, -0.03], [-0.09, 0.02, -0.04], [0.02, 0.02, 0.02], [0.00, -0.05, 0.12], [0.00, 0.00, -0.01], [0.02, -0.02, 0.02], [0.00, 0.00, -0.01], [0.06, -0.01, -0.05], [-0.01, 0.01, 0.04], [0.00, 0.00, 0.00], [0.04, -0.04, -0.04], [0.03, -0.01, 0.07], [0.00, 0.01, 0.00], [-0.02, -0.01, -0.02], [0.09, 0.01, 0.00], [0.00, 0.01, 0.01], [0.00, 0.00, 0.00], [0.01, 0.01, 0.00], [-0.10, 0.04, 0.04], [-0.01, 0.00, -0.01], [0.02, 0.00, 0.00], [-0.01, -0.02, 0.05], [0.00, 0.05, 0.13], [-0.06, -0.21, 0.05], [0.00, -0.01, 0.00], [-0.01, 0.00, 0.00], [0.00, -0.03, 0.04], [0.11, -0.31, -0.19], [0.06, 0.17, 0.14], [0.00, 0.00, 0.01], [-0.01, 0.02, -0.02], [0.00, 0.01, 0.01], [0.00, -0.02, 0.00], [0.01, 0.00, -0.01], [0.00, 0.01, -0.01], [0.00, 0.00, 0.04], [-0.02, 0.00, -0.04], [-0.05, 0.07, 0.02], [-0.01, 0.00, 0.02], [-0.04, 0.01, 0.00], [0.00, 0.00, 0.01], [-0.01, 0.00, -0.01], [0.04, 0.07, -0.06], [0.00, 0.00, 0.00], [0.02, -0.02, -0.02], [-0.01, 0.00, 0.01], [0.00, 0.05, 0.00], [-0.01, 0.03, -0.07], [0.01, 0.00, -0.06], [-0.03, 0.03, 0.05], [0.03, 0.04, 0.06], [-0.07, 0.00, 0.04], [0.29, -0.02, -0.21], [-0.03, -0.01, 0.01], [0.21, -0.05, 0.05], [0.02, -0.07, -0.03], [0.00, 0.00, -0.01], [0.06, -0.01, -0.17], [-0.21, -0.05, 0.25], [0.03, -0.01, -0.01], [-0.02, -0.01, 0.02], [-0.01, -0.09, 0.05], [-0.09, -0.01, -0.02], [-0.04, 0.03, -0.02]]
}

One value per record, in order, for max |F|: 5.8, 0.4 eV/A.